(1)
{"formula": "C16H83BF4O32PS", "method": "ωB97M-V with the def2-TZVPD basis set", "multiplicity": 1, "e_lumo_ha": 0.054, "e_homo_ev": -7.1, "orbital_gap_ev": 8.602, "total_charge": -1, "species": ["C", "C", "C", "C", "C", "C", "C", "C", "C", "C", "C", "C", "C", "B", "C", "C", "O", "F", "P", "O", "O", "O", "S", "O", "O", "C", "F", "F", "F", "H", "H", "H", "H", "H", "H", "H", "H", "H", "H", "H", "H", "H", "H", "H", "H", "H", "H", "H", "H", "H", "H", "H", "H", "H", "H", "H", "H", "H", "H", "H", "O", "H", "H", "O", "H", "H", "O", "H", "H", "O", "H", "H", "O", "H", "H", "O", "H", "H", "O", "H", "H", "O", "H", "H", "O", "H", "H", "O", "H", "H", "O", "H", "H", "O", "H", "H", "O", "H", "H", "O", "H", "H", "O", "H", "H", "O", "H", "H", "O", "H", "H", "O", "H", "H", "O", "H", "H", "O", "H", "H", "O", "H", "H", "O", "H", "H", "O", "H", "H", "O", "H", "H", "O", "H", "H", "O", "H", "H"], "positions_angstrom": [[3.95, -2.93, 1.74], [5.34, -3.34, 1.24], [6.37, -2.19, 1.21], [5.85, -0.88, 0.55], [6.16, -0.94, -0.96], [5.66, 0.29, -1.78], [4.31, 0.89, -1.31], [4.51, 1.98, -0.20], [3.48, 1.83, 0.94], [2.11, 2.52, 0.60], [0.97, 1.48, 0.80], [-0.37, 2.11, 0.35], [-1.63, 1.44, 0.98], [-2.37, 0.38, -0.01], [-1.39, -0.92, -0.11], [-1.74, -1.97, -1.12], [-1.81, -1.86, -2.26], [-1.97, -3.25, -0.60], [-2.82, 1.18, -1.71], [-1.72, 1.16, -2.68], [-3.24, 2.77, -1.57], [-4.06, 0.34, -2.43], [-4.06, -0.01, 0.88], [-3.95, 0.39, 2.27], [-5.17, 0.74, 0.31], [-4.46, -1.82, 0.95], [-4.73, -2.38, -0.19], [-5.56, -1.94, 1.70], [-3.53, -2.49, 1.62], [3.97, -2.25, 2.61], [3.29, -3.78, 1.97], [3.45, -2.37, 0.93], [5.23, -3.87, 0.29], [5.73, -4.09, 1.96], [7.20, -2.54, 0.57], [6.79, -2.01, 2.21], [6.45, -0.07, 0.98], [4.81, -0.66, 0.79], [5.81, -1.85, -1.45], [7.25, -0.94, -1.04], [6.41, 1.10, -1.86], [5.50, -0.07, -2.81], [3.74, 1.34, -2.13], [3.73, 0.09, -0.83], [5.50, 1.80, 0.24], [4.55, 2.99, -0.62], [3.24, 0.77, 1.11], [3.89, 2.19, 1.89], [1.93, 3.39, 1.24], [2.15, 2.78, -0.46], [1.26, 0.63, 0.16], [0.96, 1.17, 1.86], [-0.38, 2.18, -0.74], [-0.35, 3.14, 0.72], [-1.35, 0.90, 1.89], [-2.34, 2.25, 1.21], [-1.24, -1.40, 0.87], [-0.40, -0.53, -0.41], [-4.21, 2.85, -1.54], [-4.13, 0.73, -3.32], [-2.17, -3.63, 4.10], [-2.69, -3.53, 3.29], [-2.23, -4.56, 4.29], [-0.67, -3.71, 7.16], [-1.20, -3.61, 6.35], [-0.73, -4.65, 7.36], [-0.35, -5.31, -2.15], [-0.42, -4.38, -1.90], [-1.18, -5.49, -2.60], [7.86, -1.46, -3.32], [8.45, -2.22, -3.25], [7.72, -1.37, -4.27], [-2.66, -5.09, 1.77], [-3.27, -4.50, 1.31], [-2.04, -5.36, 1.08], [-7.22, -0.21, -2.00], [-6.28, 0.01, -2.00], [-7.46, -0.18, -1.06], [-0.67, 4.51, -1.08], [-0.72, 5.43, -0.79], [-1.51, 4.36, -1.52], [-7.58, 0.16, 3.57], [-7.19, -0.57, 3.07], [-6.91, 0.84, 3.55], [-2.66, -1.59, -5.39], [-3.18, -2.39, -5.53], [-2.27, -1.72, -4.51], [6.05, 4.44, 0.40], [7.00, 4.46, 0.56], [5.73, 5.25, 0.80], [8.53, 1.72, -1.19], [8.88, 0.98, -1.69], [9.22, 2.39, -1.23], [1.00, 1.33, 4.14], [1.66, 0.64, 4.26], [0.25, 1.03, 4.68], [-3.31, -3.28, -8.13], [-2.36, -3.26, -8.01], [-3.62, -2.44, -7.76], [0.29, -0.77, -5.51], [0.25, 0.16, -5.24], [-0.56, -0.92, -5.93], [-1.48, 6.76, 0.63], [-0.55, 7.00, 0.65], [-1.75, 6.78, 1.55], [10.54, -3.08, -3.53], [10.89, -3.82, -4.04], [11.23, -2.41, -3.57], [-9.26, 2.87, 4.27], [-8.65, 2.12, 4.36], [-9.37, 2.96, 3.32], [-10.20, -0.38, -2.93], [-9.24, -0.37, -2.81], [-10.50, 0.44, -2.53], [-1.25, -4.93, -5.00], [-0.30, -4.88, -4.84], [-1.59, -4.10, -4.64], [6.25, -2.88, -5.15], [5.72, -2.78, -5.95], [6.17, -3.81, -4.92], [0.75, 0.48, 6.80], [1.50, -0.09, 7.02], [0.39, 0.73, 7.66], [-0.07, 9.22, 0.48], [-0.12, 10.14, 0.77], [-0.92, 9.06, 0.04], [-3.77, 6.42, 2.21], [-4.29, 6.50, 1.41], [-3.84, 5.50, 2.46], [-2.57, -4.96, 9.43], [-3.05, -4.13, 9.59], [-1.82, -4.68, 8.89], [-5.39, -0.66, -6.71], [-5.92, -1.45, -6.85], [-5.00, -0.78, -5.83], [-8.24, 5.39, 5.29], [-8.73, 4.58, 5.08], [-7.89, 5.24, 6.18]]}


(2)
{"formula": "C37H53IrN4PSi", "method": "ωB97M-V with the def2-TZVPD basis set", "multiplicity": 1, "e_lumo_ha": [-0.110, -0.110], "e_homo_ev": [-10.4, -10.4], "orbital_gap_ev": [7.381, 7.381], "total_charge": 1, "species": ["Ir", "C", "C", "C", "P", "C", "C", "C", "C", "C", "C", "C", "C", "C", "C", "N", "C", "C", "C", "C", "C", "C", "C", "C", "C", "H", "H", "H", "H", "H", "H", "H", "H", "H", "H", "H", "H", "H", "H", "H", "H", "H", "H", "H", "H", "H", "H", "H", "H", "H", "H", "H", "H", "H", "H", "H", "C", "C", "C", "C", "C", "C", "N", "N", "Si", "C", "C", "C", "H", "H", "H", "H", "H", "H", "H", "H", "H", "H", "H", "H", "H", "H", "H", "N", "C", "C", "C", "C", "C", "C", "H", "H", "H", "H", "H", "H", "H"], "positions_angstrom": [[-0.56, -0.11, 0.02], [-1.22, -0.34, 4.94], [-1.17, -0.88, 3.51], [-0.63, -2.31, 3.50], [-0.26, 0.16, 2.29], [-0.43, 1.88, 2.92], [-1.89, 2.30, 2.96], [0.40, 2.84, 2.07], [1.48, -0.18, 2.47], [2.19, -0.26, 3.67], [3.53, -0.61, 3.69], [4.30, -0.74, 4.98], [4.15, -0.87, 2.46], [3.46, -0.79, 1.26], [2.11, -0.43, 1.27], [1.32, -0.42, 0.09], [2.09, -0.46, -1.16], [2.93, 0.60, -1.50], [3.04, 1.86, -0.67], [3.67, 0.51, -2.68], [3.61, -0.60, -3.50], [4.44, -0.70, -4.76], [2.76, -1.64, -3.14], [1.99, -1.59, -1.98], [1.15, -2.79, -1.62], [-1.86, -0.99, 5.53], [-1.63, 0.67, 5.01], [-0.24, -0.34, 5.41], [-2.19, -0.89, 3.11], [0.34, -2.35, 4.01], [-0.49, -2.69, 2.50], [-1.32, -2.97, 4.03], [-0.02, 1.87, 3.94], [-2.31, 2.24, 1.97], [-1.97, 3.33, 3.31], [-2.50, 1.67, 3.62], [0.17, 2.72, 1.01], [1.47, 2.68, 2.21], [0.17, 3.87, 2.34], [1.70, -0.03, 4.61], [3.65, -0.59, 5.84], [5.11, -0.01, 5.03], [4.75, -1.73, 5.06], [5.19, -1.17, 2.44], [3.95, -1.01, 0.33], [2.18, 2.00, -0.03], [3.13, 2.73, -1.32], [3.93, 1.83, -0.04], [4.33, 1.33, -2.94], [5.15, 0.12, -4.83], [3.80, -0.66, -5.64], [4.99, -1.64, -4.80], [2.69, -2.52, -3.77], [1.10, -3.48, -2.46], [0.13, -2.51, -1.35], [1.57, -3.31, -0.76], [-1.80, -3.59, 0.54], [-2.76, -2.45, 0.67], [-4.09, -2.63, 0.99], [-4.96, -1.53, 0.97], [-4.52, -0.27, 0.64], [-3.15, -0.13, 0.35], [-2.32, -1.21, 0.39], [-2.41, 0.92, -0.02], [-3.01, 2.42, -0.74], [-4.03, 1.99, -2.23], [-1.47, 3.35, -1.26], [-4.02, 3.51, 0.38], [-2.02, -4.14, -0.38], [-1.90, -4.29, 1.37], [-0.77, -3.24, 0.47], [-4.45, -3.62, 1.23], [-6.01, -1.68, 1.20], [-5.18, 0.58, 0.60], [-3.53, 1.27, -2.89], [-4.24, 2.88, -2.83], [-4.99, 1.55, -1.95], [-0.57, 2.73, -1.29], [-1.26, 4.17, -0.56], [-1.60, 3.80, -2.25], [-4.94, 3.03, 0.74], [-4.32, 4.40, -0.18], [-3.46, 3.84, 1.24], [-1.05, -0.17, -2.18], [-0.34, -0.29, -3.43], [-0.61, -1.34, -4.29], [0.05, -1.41, -5.51], [0.97, -0.43, -5.87], [1.23, 0.62, -4.99], [0.58, 0.69, -3.77], [-1.87, -0.76, -2.14], [-1.36, 0.78, -2.08], [-1.34, -2.09, -4.02], [-0.17, -2.23, -6.19], [1.46, -0.47, -6.83], [1.94, 1.39, -5.26], [0.78, 1.50, -3.09]]}


(3)
{"formula": "C7H28FN14O7", "method": "ωB97M-V with the def2-TZVPD basis set", "multiplicity": 1, "e_lumo_ha": 0.087, "e_homo_ev": -7.3, "orbital_gap_ev": 9.626, "e_above_lowest_ev": 3.725, "total_charge": -1, "species": ["F", "C", "O", "N", "N", "H", "H", "H", "H", "C", "O", "N", "N", "H", "H", "H", "H", "C", "O", "N", "N", "H", "H", "H", "H", "C", "O", "N", "N", "H", "H", "H", "H", "C", "O", "N", "N", "H", "H", "H", "H", "C", "O", "N", "N", "H", "H", "H", "H", "C", "O", "N", "N", "H", "H", "H", "H"], "positions_angstrom": [[-0.11, -0.12, -0.15], [-3.73, 1.75, -0.94], [-3.34, 2.27, -1.94], [-3.04, 0.99, -0.11], [-4.97, 1.92, -0.55], [-3.41, 0.63, 0.76], [-2.14, 0.79, -0.51], [-5.51, 2.42, -1.24], [-5.48, 1.42, 0.16], [2.92, -1.10, 2.77], [2.53, -2.26, 2.74], [3.78, -0.65, 3.54], [2.43, -0.08, 2.07], [4.14, -1.31, 4.22], [4.00, 0.32, 3.73], [2.75, 0.88, 2.04], [1.69, -0.40, 1.46], [-1.18, -0.31, 3.60], [-1.68, -0.61, 4.69], [-1.44, 0.76, 2.95], [-0.40, -1.07, 2.93], [-1.25, 0.69, 1.96], [-1.88, 1.58, 3.34], [-0.03, -0.75, 2.04], [-0.39, -2.07, 3.08], [0.37, -3.75, -0.44], [0.80, -4.85, -0.34], [0.44, -3.01, -1.51], [-0.13, -3.05, 0.54], [0.17, -2.03, -1.48], [0.65, -3.48, -2.38], [-0.29, -3.56, 1.39], [-0.49, -2.11, 0.41], [4.10, 0.77, -1.80], [5.16, 1.25, -2.07], [3.59, -0.37, -2.18], [3.19, 1.38, -1.05], [4.20, -1.09, -2.53], [2.60, -0.55, -2.14], [3.60, 2.27, -0.80], [2.40, 0.90, -0.62], [-0.32, 3.41, -0.32], [-0.45, 4.60, -0.15], [-0.23, 2.83, -1.50], [0.08, 2.56, 0.54], [-0.74, 3.21, -2.29], [-0.10, 1.83, -1.45], [-0.03, 2.81, 1.51], [-0.01, 1.58, 0.31], [-1.74, -0.94, -3.36], [-1.95, -1.05, -4.55], [-2.35, -1.50, -2.34], [-0.65, -0.37, -2.85], [-3.02, -2.25, -2.47], [-2.20, -1.14, -1.41], [-0.53, -0.35, -1.85], [-0.36, 0.40, -3.43]]}


Number 1: molecular weight 937.7 g mol⁻¹. Number 2: molecular weight 805.1 g mol⁻¹. Number 3: molecular weight 439.4 g mol⁻¹.